{"formula": "C39H35FInN5OTe2", "method": "wB97M-V/def2-TZVPD", "elements": ["C", "C", "H", "H", "C", "H", "C", "H", "H", "C", "C", "C", "In", "C", "H", "C", "Te", "C", "C", "C", "C", "H", "C", "H", "H", "F", "C", "O", "H", "N", "C", "H", "H", "N", "C", "H", "H", "H", "H", "C", "H", "N", "H", "C", "C", "C", "C", "H", "C", "H", "H", "H", "H", "C", "H", "H", "C", "C", "C", "C", "H", "C", "H", "N", "H", "C", "C", "H", "C", "C", "C", "C", "C", "C", "H", "H", "C", "Te", "H", "N", "H", "C", "H", "H"], "xyz": [[-1.52, 3.15, 1.82], [3.66, 0.07, -0.31], [-5.16, -5.78, 3.49], [1.69, 1.90, -3.99], [-2.54, 4.31, -1.83], [1.99, 3.66, -4.23], [-0.92, -3.96, 3.29], [5.17, -1.10, 1.74], [-0.43, 2.71, -6.52], [-0.58, 3.49, -3.23], [-2.53, 1.04, 1.51], [1.00, -0.97, -2.51], [0.14, 1.25, -0.40], [1.75, 1.43, 2.35], [-4.75, -6.95, 5.62], [2.01, -1.78, -3.04], [0.63, 3.80, -1.42], [7.04, -1.46, 0.66], [7.70, -1.20, -0.60], [-3.45, 1.27, 2.50], [-1.92, -4.85, 3.86], [-0.83, 3.90, 1.37], [3.12, -1.48, -2.30], [7.56, -0.53, -2.59], [-3.83, 3.86, -4.22], [-1.13, -0.33, -0.71], [3.15, 0.89, 0.73], [-5.12, 0.38, 4.03], [-2.52, 2.74, -7.71], [10.08, -2.06, -1.10], [-3.61, -4.01, 2.14], [-2.43, -6.57, 6.76], [-2.35, 4.34, 3.43], [1.81, 1.14, 1.01], [3.03, 1.60, 2.90], [-3.88, 2.54, 4.24], [-0.07, -1.11, -2.85], [-0.67, -3.06, 3.85], [5.31, 0.37, -2.24], [-2.77, 3.68, -4.31], [-0.69, -5.42, 5.60], [-1.55, 1.93, 1.20], [-2.46, 3.60, -1.03], [-0.07, 3.10, -4.50], [-4.20, -5.71, 3.96], [2.81, -0.38, -1.37], [-0.91, 3.00, -5.62], [1.74, 2.62, -5.62], [-2.71, -6.21, 5.75], [0.07, -4.47, 2.94], [-4.69, -0.46, 1.00], [7.55, -2.03, 1.42], [5.01, 1.45, 1.92], [-1.70, -5.45, 5.12], [-3.60, 4.56, -1.93], [-3.96, 2.36, -6.61], [-3.25, 2.42, 3.33], [-1.96, 3.82, -3.14], [5.72, -0.97, 0.81], [1.42, 2.82, -4.63], [-2.01, 5.26, -1.53], [-2.30, 3.20, -5.50], [-2.51, 0.10, 0.92], [-4.92, -0.65, 2.00], [-5.86, -1.01, 2.13], [5.80, -0.16, -1.46], [3.94, 1.37, 1.85], [4.08, -1.98, -2.29], [9.00, -1.66, -0.83], [5.06, -0.38, -0.28], [-3.11, 3.09, -6.80], [-3.27, -4.88, 3.36], [-2.34, 3.41, 2.89], [-4.54, 0.34, 2.95], [-3.66, 4.05, -7.02], [1.97, -2.52, -3.82], [7.02, -0.65, -1.67], [-1.84, -3.00, 1.41], [3.30, 1.85, 3.92], [1.47, -0.08, -1.64], [0.78, 1.50, 2.81], [-3.94, -6.33, 5.18], [-4.12, -4.57, 1.32], [-4.38, -3.25, 2.34]], "lowdin_charge": [-0.123, -0.030, 0.107, 0.088, -0.127, 0.053, -0.390, 0.120, 0.101, -0.463, -0.082, -0.148, 0.552, -0.126, 0.115, -0.071, 0.916, 0.028, -0.227, -0.110, -0.303, 0.088, -0.018, 0.128, 0.113, -0.489, -0.238, 0.060, 0.093, 0.159, -0.481, 0.110, 0.105, -0.049, -0.070, 0.137, 0.138, 0.037, 0.126, -0.028, 0.122, -0.013, 0.029, -0.299, -0.058, -0.196, -0.020, 0.059, -0.105, 0.090, 0.110, 0.113, 0.103, -0.040, 0.072, 0.083, 0.047, -0.303, 0.002, -0.092, 0.076, -0.279, 0.060, 0.138, 0.109, -0.035, -0.009, 0.106, -0.189, -0.163, -0.064, -0.248, -0.030, -0.447, 0.085, 0.102, -0.029, 1.189, 0.096, -0.035, 0.093, -0.106, 0.055, 0.018], "e_tot_ha": -2682.18191, "total_charge": 0, "homo_lumo_gap_ev": 6.43, "relative_energy_kj_mol": 0.0, "fmax_ev_per_a": 4.8}


{"formula": "C39H36Cl2I2N5O4PRuS", "method": "wB97M-V/def2-TZVPD", "elements": ["H", "C", "H", "Cl", "C", "C", "S", "C", "C", "C", "H", "C", "H", "C", "N", "H", "H", "H", "H", "C", "H", "P", "H", "C", "Cl", "O", "C", "C", "N", "N", "H", "O", "H", "C", "H", "C", "C", "H", "C", "Ru", "C", "C", "I", "C", "H", "C", "C", "O", "C", "C", "H", "C", "H", "H", "H", "C", "H", "H", "C", "N", "H", "H", "C", "I", "C", "H", "C", "C", "H", "C", "H", "H", "C", "H", "H", "C", "H", "C", "H", "C", "H", "C", "N", "O", "H", "C", "H", "C", "C", "H", "H"], "xyz": [[1.69, 1.73, 0.90], [1.19, -4.05, -2.50], [-2.61, 1.64, 1.79], [-4.41, -0.35, 1.43], [1.81, -2.79, 5.39], [-4.94, 6.06, 4.45], [-2.81, 0.62, -2.26], [-1.16, -0.16, 3.72], [1.72, -0.86, -4.38], [2.06, 2.97, 4.54], [-4.67, -2.08, -0.13], [2.63, 3.69, 3.49], [0.70, -5.42, -0.93], [1.24, -2.69, -2.88], [2.63, -0.69, 0.90], [-0.08, 5.15, -0.42], [0.27, 2.74, -0.91], [2.94, 3.80, 1.37], [0.94, 1.25, 5.09], [-0.63, 4.40, 0.13], [-1.38, 4.70, 5.28], [0.31, -0.18, 2.62], [2.06, -0.49, -5.34], [0.88, -0.33, -2.17], [-2.63, -2.65, 0.86], [3.21, -0.39, -0.30], [-4.01, 4.94, 4.89], [-2.84, 0.96, 5.03], [-2.94, 4.67, 3.93], [-2.32, -0.23, -1.13], [-2.01, 7.08, 5.05], [0.52, 0.48, -1.20], [-4.87, -2.64, 1.56], [0.74, -4.39, -1.25], [3.87, -3.71, 2.88], [3.08, -3.18, 3.40], [1.31, 0.08, -3.41], [-0.05, -3.63, 0.62], [-1.69, 1.01, 4.27], [-0.80, -0.23, 0.20], [2.90, -1.81, 1.41], [-2.24, 3.74, 1.76], [1.39, 2.11, -3.85], [-0.43, 3.06, -0.16], [-1.41, -2.29, 3.55], [-4.30, -2.01, 0.88], [2.39, -2.17, 2.74], [-2.89, 2.06, -2.05], [1.70, -2.20, -4.14], [1.36, 1.81, 4.27], [3.34, -4.29, 5.21], [0.81, -1.75, -1.93], [-4.59, 4.02, 5.03], [-3.43, -2.37, 4.93], [2.18, 3.31, 5.56], [-2.95, -1.42, 4.74], [-3.54, 5.18, 5.84], [-1.69, 7.03, 3.32], [-2.03, 2.44, 1.36], [-1.12, 2.10, 0.45], [3.19, 4.60, 3.70], [3.58, -2.52, 0.93], [-3.28, 3.96, 2.83], [2.35, -3.51, -5.62], [1.20, 1.37, 2.96], [-0.36, 6.85, 4.47], [1.34, -1.49, 3.40], [-1.59, 5.09, 4.28], [1.59, -3.01, 6.43], [2.79, -3.50, 4.72], [0.32, -1.29, 5.27], [-4.39, 7.00, 4.33], [-1.81, -1.37, 3.96], [-1.68, 5.78, 1.38], [-1.20, 1.96, 4.10], [1.10, -1.81, 4.73], [-5.41, 5.81, 3.50], [-1.41, 6.60, 4.28], [-3.25, 1.88, 5.44], [-1.53, 4.75, 1.12], [-5.73, 6.22, 5.18], [2.49, 3.25, 2.19], [0.33, -2.11, -0.71], [-4.39, 3.46, 2.68], [3.80, -1.11, -0.56], [1.78, 2.09, 1.92], [-0.88, 4.61, 3.61], [-3.47, -0.25, 5.28], [0.31, -3.38, -0.38], [1.51, -4.81, -3.19], [-4.37, -0.28, 5.88]], "lowdin_charge": [0.072, -0.019, 0.058, 0.593, -0.051, -0.061, 0.766, -0.401, -0.210, -0.070, 0.030, -0.068, 0.115, -0.201, -0.014, 0.120, 0.063, 0.114, 0.108, -0.008, 0.122, 1.051, 0.083, -0.455, 0.535, -0.014, -0.202, -0.052, -0.052, -0.574, 0.074, -0.303, 0.032, -0.026, 0.117, -0.032, -0.641, 0.086, -0.102, 1.322, -0.118, -0.098, 0.985, -0.140, 0.088, -0.949, -0.201, -0.504, -0.668, -0.095, 0.114, -0.172, 0.112, 0.114, 0.110, -0.075, 0.120, 0.071, -0.095, -0.024, 0.110, 0.137, -0.427, 0.963, -0.355, 0.080, -0.265, -0.217, 0.114, -0.055, 0.102, 0.069, -0.162, 0.121, 0.090, -0.086, 0.077, -0.064, 0.103, 0.019, 0.081, -0.060, 0.017, 0.076, 0.107, -0.111, 0.102, -0.062, -0.164, 0.069, 0.113], "e_tot_ha": -4432.40852, "total_charge": 1, "homo_lumo_gap_ev": [7.46, 5.89], "multiplicity": 6, "s_squared": 8.77, "fmax_ev_per_a": 0.5}